# 1
ORCA calculation (ωB97M-V/def2-TZVPD) on a molecular structure, C18H28N4O3RhS3SeTe.

Geometry (Å):
Te -1.123 0.495 2.322
Rh 0.036 0.301 0.100
Se 3.858 2.360 2.329
S -0.630 3.543 -0.830
S -1.726 -3.431 -0.661
S 0.698 -2.494 1.756
O -0.247 2.067 -0.943
O 1.990 -2.000 2.115
O -0.398 -2.309 2.687
N -1.444 -0.899 -0.749
N 0.305 -1.703 0.352
N 1.579 1.120 0.976
N 0.938 -8.138 0.167
C -0.949 2.620 -4.111
C -1.975 3.757 -2.032
C 1.762 -5.893 -0.023
C 1.992 4.346 -0.843
C 0.743 -4.158 1.276
C -1.284 2.603 2.410
C -2.606 -1.160 -1.435
C 2.501 1.616 1.494
C 1.706 -4.574 0.354
C 0.867 -6.831 0.525
C 1.938 5.103 0.477
C -2.911 -2.473 -1.485
C -2.076 2.662 -3.088
C 0.701 4.433 -1.648
C -0.876 -1.995 -0.286
C -0.149 -5.072 1.830
C 0.451 0.469 3.734
C -0.090 -6.396 1.458
H -1.831 4.746 -2.471
H 1.598 -8.450 -0.520
H -2.153 1.695 -2.586
H -1.554 2.853 3.436
H 1.183 -0.274 3.431
H -0.778 3.601 -4.559
H -0.316 3.031 2.161
H 0.801 4.023 -2.652
H 2.410 -3.859 -0.054
H 2.509 -6.222 -0.734
H 1.778 6.171 0.312
H -2.884 3.790 -1.431
H 2.244 3.299 -0.676
H 2.869 4.972 1.025
H -3.177 -0.355 -1.869
H 0.001 0.198 4.687
H -3.763 -2.937 -1.952
H -0.775 -7.111 1.893
H 2.790 4.748 -1.470
H 1.130 4.745 1.120
H -0.017 2.271 -3.667
H 0.288 -8.809 0.531
H -0.881 -4.734 2.552
H 0.338 5.464 -1.714
H -3.029 2.827 -3.596
H -1.201 1.933 -4.918
H 0.896 1.460 3.762
H -2.056 2.954 1.732

Forces on the atoms, in the same order (eV/Å):
Te 0.0 0.0 0.0
Rh 0.0 0.1 0.1
Se 0.0 0.0 0.0
S 0.0 0.0 0.1
S 0.0 0.0 0.0
S 0.0 0.0 0.0
O -0.1 -0.1 -0.2
O 0.0 0.0 0.0
O 0.0 0.0 0.0
N 0.0 0.0 0.0
N 0.0 -0.1 0.0
N 0.1 0.0 -0.3
N 0.0 0.0 0.0
C 0.0 0.0 0.0
C 0.0 0.0 0.0
C 0.0 0.0 0.0
C 0.0 0.0 0.0
C 0.0 0.0 0.0
C 0.0 0.0 0.0
C 0.0 0.0 0.0
C 0.1 0.0 0.2
C 0.0 0.0 0.0
C 0.0 0.0 0.0
C 0.0 0.0 0.0
C 0.0 0.0 0.0
C 0.0 0.0 0.0
C 0.0 0.0 0.0
C 0.0 0.0 0.0
C 0.0 0.0 0.0
C 0.0 0.0 0.0
C 0.0 0.0 0.0
H 0.0 0.0 0.0
H 0.0 0.0 0.0
H 0.0 0.0 0.0
H 0.0 0.0 0.0
H 0.0 0.0 0.0
H 0.0 0.0 0.0
H 0.0 0.0 0.0
H 0.0 0.0 0.0
H 0.0 0.0 0.0
H 0.0 0.0 0.0
H 0.0 0.0 0.0
H 0.0 0.0 0.0
H 0.0 -0.1 0.0
H 0.0 0.0 0.0
H 0.0 0.0 0.0
H 0.0 0.0 0.0
H 0.0 0.0 0.0
H 0.0 0.0 0.0
H 0.0 0.0 0.0
H 0.0 0.0 0.0
H 0.0 0.0 0.0
H 0.0 0.0 0.0
H 0.0 0.0 0.0
H 0.0 0.0 0.0
H 0.0 0.0 0.0
H 0.0 0.0 0.0
H 0.0 0.0 0.0
H 0.0 0.0 0.0

Calculated values
net charge = +1
HOMO = -10.07 eV
frontier orbital gap = 5.7 eV
energy relative to the best compared isomer or geometry (same formula, charge and spin) = 19.2 kJ/mol

Here are the natural (NBO) charges for atoms 1 to 2, given in e:
1 Te 1.183
2 Rh 0.834

# 2
ORCA calculation (ωB97M-V/def2-TZVPD) on C5H8ClNS in the gas phase at a distorted geometry.

Geometry (Å):
Cl 0.905 1.615 -2.432
S 0.896 2.198 0.567
N 1.081 -1.497 -0.964
C -0.172 -0.370 0.716
C -1.295 -1.304 0.527
C 0.818 -0.424 -0.386
C -0.602 1.208 0.839
C 1.411 1.075 -0.803
H -2.203 -0.917 0.888
H -1.446 -1.410 -0.566
H 0.312 -0.604 1.691
H -1.130 1.529 1.771
H -1.245 1.518 -0.032
H -1.202 -2.368 0.987
H 2.482 0.998 -0.904
H 1.389 -1.247 -1.900

Forces on the atoms, in the same order (eV/Å):
Cl -0.3 -0.2 0.0
S 0.5 -1.1 -0.5
N -0.5 0.0 -1.1
C 0.7 2.7 2.6
C -0.6 -2.8 -1.1
C 0.4 2.5 -0.2
C -0.5 -0.7 -1.0
C -1.0 -1.3 1.1
H -1.2 0.6 0.8
H -0.1 -0.3 0.5
H 0.0 0.3 -0.5
H 0.6 -0.6 -0.7
H 0.2 -0.7 0.9
H 0.3 1.9 -0.9
H 0.3 0.1 0.4
H 1.2 -0.4 -0.2

Calculated values
HOMO = -9.20 eV
frontier orbital gap = 9.8 eV
SMILES = [H]/N=C1/[C@H](C)CS[C@@H]1Cl
energy relative to the best compared isomer or geometry (same formula, charge and spin) = 66.1 kJ/mol

Here are the natural (NBO) charges for atoms 1 to 2, given in e:
1 Cl -0.051
2 S 0.237

# 3
ORCA calculation (ωB97M-V/def2-TZVPD) on a molecular structure, C21H17N4O8OsS2 at a distorted geometry.

Geometry (Å):
Os 0.355 0.169 -0.896
S 0.244 -4.461 -0.719
S 2.639 -2.790 -1.086
O -1.576 1.690 1.487
O -1.605 -0.031 -1.033
O 2.355 0.273 -0.933
O 3.912 7.147 -0.558
O 0.319 2.130 -1.072
O 5.437 5.620 -0.438
O -4.124 0.848 -0.777
O 1.858 -1.242 1.832
N -1.187 -2.249 -0.740
N 4.284 5.992 -0.534
N 0.207 0.264 1.380
N 0.104 -1.843 -0.856
C 0.636 -0.139 3.659
C -5.248 -3.125 -0.546
C 0.926 4.374 -0.849
C 3.246 4.958 -0.608
C -2.045 -1.251 -0.817
C 2.636 2.637 -0.707
C -3.911 -2.834 -0.588
C -0.522 0.856 3.543
C 1.258 3.001 -0.877
C 1.003 -0.461 2.215
C 0.942 -2.892 -0.868
C 1.894 5.330 -0.726
C -4.417 -0.449 -0.736
C 1.840 -5.328 -0.616
C 3.612 3.648 -0.578
C -3.463 -1.505 -0.709
C -5.778 -0.776 -0.702
C 3.070 1.300 -0.745
C 2.842 -4.564 -1.445
C -6.183 -2.085 -0.615
C -0.730 1.022 2.042
H 1.512 0.270 4.161
H 3.866 -4.829 -1.186
H 2.125 -5.374 0.434
H -0.301 1.830 3.976
H -7.241 -2.313 -0.592
H -5.580 -4.150 -0.465
H 1.695 -6.338 -0.994
H -3.174 1.004 -0.744
H -6.484 0.043 -0.740
H -0.121 4.632 -0.929
H -1.449 0.499 3.990
H 0.366 -1.063 4.168
H 4.656 3.383 -0.469
H -3.171 -3.620 -0.541
H 1.635 6.380 -0.720
H 4.140 1.124 -0.618
H 2.691 -4.716 -2.513

Forces on the atoms, in the same order (eV/Å):
Os -0.8 0.1 1.0
S 0.1 0.1 0.0
S -0.1 0.1 0.1
O 0.2 -0.1 0.1
O 1.0 0.6 -0.1
O -0.1 0.0 0.0
O 0.0 -0.2 -0.1
O -0.3 -0.7 -0.1
O -0.2 0.0 -0.1
O -0.1 0.3 -0.1
O -0.2 0.2 0.0
N -1.1 0.4 0.2
N 0.2 0.2 0.2
N 0.1 0.0 -1.4
N 0.9 0.1 -0.2
C 0.0 0.0 -0.1
C -0.1 -0.1 0.0
C -0.3 -0.4 -0.1
C -0.2 -0.3 -0.1
C 0.3 -1.3 0.2
C -0.6 -0.1 -0.1
C 0.0 0.1 -0.1
C 0.0 0.0 -0.1
C 0.7 0.6 0.2
C 0.3 -0.4 0.2
C -0.2 -0.1 -0.1
C 0.2 0.0 0.0
C 0.1 -0.9 0.1
C -0.2 0.1 0.1
C 0.3 0.1 0.0
C -0.4 0.7 0.0
C 0.1 0.2 0.0
C 0.1 0.3 0.0
C 0.1 0.1 -0.1
C 0.1 -0.1 0.0
C -0.3 0.2 0.2
H 0.0 0.0 0.0
H 0.0 0.0 0.0
H 0.0 0.0 0.0
H 0.0 0.0 0.0
H 0.0 0.0 0.0
H 0.0 0.0 0.0
H 0.0 0.0 0.0
H 0.2 0.0 0.1
H 0.0 0.0 0.0
H 0.0 0.0 0.0
H 0.0 0.0 0.0
H 0.0 0.0 0.0
H 0.0 0.0 0.0
H 0.0 0.0 0.0
H 0.0 0.0 0.0
H 0.0 -0.2 -0.1
H 0.0 0.0 0.0

Calculated values
net charge = +1
HOMO (alpha / beta) = -11.00 / -10.95 eV
frontier orbital gap (alpha / beta) = 6.5 / 4.8 eV
multiplicity = 5

Here are the natural (NBO) charges for atoms 1 to 2, given in e:
1 Os 1.823
2 S 0.473

# 4
ORCA calculation (ωB97M-V/def2-TZVPD) on a molecular structure, C5H11HgO4 at a distorted geometry.

Geometry (Å):
Hg 0.800 1.862 1.434
O 0.777 -0.329 1.252
O 1.281 -1.227 -0.763
O -0.807 -0.885 -0.263
O 0.671 1.524 -0.602
C 0.258 1.640 -1.912
C 2.663 -1.207 -0.417
C 0.456 -0.558 0.071
C -1.836 -0.385 0.599
C -3.171 -0.817 0.042
H -0.850 1.645 -2.014
H -1.751 0.712 0.646
H 2.836 -1.794 0.494
H 0.641 2.563 -2.394
H -1.673 -0.770 1.615
H 0.615 0.781 -2.522
H 3.006 -0.178 -0.236
H 3.195 -1.642 -1.268
H -3.276 -0.508 -1.006
H -3.976 -0.350 0.624
H -3.285 -1.907 0.102

Forces on the atoms, in the same order (eV/Å):
Hg 0.1 2.1 1.6
O 0.1 -0.3 -0.4
O -0.7 1.1 -0.1
O 0.6 0.9 -0.5
O 0.1 -1.5 -0.9
C -0.5 0.5 -0.9
C 0.3 0.2 0.3
C -0.1 -3.1 0.5
C 0.1 0.3 0.4
C -0.2 -0.1 -0.1
H 0.4 0.1 0.1
H -0.1 -0.2 -0.1
H -0.1 0.1 -0.3
H -0.1 -0.3 0.2
H 0.0 0.0 -0.3
H 0.0 0.3 0.3
H -0.1 -0.3 -0.2
H -0.2 0.1 0.2
H 0.0 -0.1 0.3
H 0.2 -0.1 -0.1
H 0.0 0.3 -0.1

Calculated values
HOMO (alpha / beta) = -8.11 / -9.22 eV
frontier orbital gap (alpha / beta) = 8.8 / 7.6 eV
multiplicity = 2
energy relative to the best compared isomer or geometry (same formula, charge and spin) = 3.1 kJ/mol

Here are the natural (NBO) charges for atoms 1 to 2, given in e:
1 Hg 0.847
2 O -0.813

# 5
ORCA calculation (ωB97M-V/def2-TZVPD) on a molecular structure, C28H20B2N4O16V at a distorted geometry.

Geometry (Å):
V -18.176 -28.698 1.936
O -18.252 -30.857 2.676
O -20.034 -37.212 2.963
O -18.504 -33.021 2.240
O -19.417 -35.051 3.208
O -14.761 -24.501 -3.882
O -18.506 -26.902 0.778
O -16.600 -23.423 -1.158
O -17.162 -31.895 5.158
O -16.682 -25.035 -2.840
O -18.750 -24.476 -1.645
O -20.524 -25.183 -0.445
O -14.796 -22.323 -1.953
O -17.341 -35.212 2.195
O -17.134 -25.706 -0.506
O -17.550 -37.358 1.521
O -17.556 -33.883 4.218
N -16.223 -28.155 2.819
N -17.027 -29.676 0.281
N -20.128 -29.481 1.037
N -18.865 -27.992 3.876
C -18.109 -32.016 2.955
C -15.571 -28.853 3.758
C -15.735 -26.936 2.487
C -19.089 -26.672 4.122
C -21.327 -30.782 -0.586
C -15.438 -30.812 -1.733
C -17.208 -29.410 -1.035
C -18.280 -26.030 -0.044
C -20.228 -30.524 0.207
C -17.529 -32.578 4.241
C -16.524 -30.013 -2.057
C -19.274 -36.308 2.838
C -18.800 -28.772 4.984
C -14.076 -27.086 4.188
C -14.661 -26.358 3.156
C -15.557 -23.229 -1.978
C -18.951 -26.936 6.443
C -15.977 -30.469 0.534
C -22.427 -29.933 -0.476
C -19.362 -25.173 -0.711
C -21.195 -28.660 1.117
C -14.458 -28.381 4.427
C -18.823 -28.293 6.279
C -15.171 -31.107 -0.400
C -22.348 -28.846 0.380
C -15.586 -24.338 -3.037
C -19.113 -26.079 5.372
C -17.939 -36.396 2.106
B -18.172 -34.296 2.956
B -17.303 -24.635 -1.594
H -18.939 -26.512 7.443
H -23.317 -30.141 -1.054
H -18.685 -28.988 7.093
H -21.116 -27.738 1.677
H -19.269 -25.019 5.491
H -21.307 -31.644 -1.236
H -14.388 -31.783 -0.098
H -18.053 -28.755 -1.218
H -23.168 -28.144 0.433
H -14.156 -25.438 2.901
H -18.663 -29.829 4.792
H -13.899 -28.991 5.122
H -15.864 -29.889 3.889
H -13.230 -26.635 4.692
H -15.749 -30.733 1.562
H -16.874 -29.863 -3.067
H -14.776 -31.227 -2.483
H -19.392 -31.210 0.146
H -16.224 -26.391 1.694
H -19.294 -26.106 3.220

Forces on the atoms, in the same order (eV/Å):
V 0.0 -1.4 -0.4
O 0.3 1.6 -0.2
O -0.5 -0.1 0.3
O 0.3 0.1 -0.4
O -0.2 0.8 0.5
O -0.1 -0.2 -0.1
O -0.1 -0.4 0.7
O -0.1 -0.4 -0.1
O 0.2 0.4 0.0
O -1.0 -1.1 0.2
O -0.3 0.2 -0.1
O -0.2 -0.1 0.2
O 0.5 0.4 0.3
O 0.5 0.7 -0.1
O 0.5 -0.3 -0.1
O 0.4 0.1 -0.1
O 0.1 0.5 -0.4
N 0.3 0.8 -0.2
N 1.3 0.4 -1.0
N -0.3 0.9 0.1
N -0.8 0.8 1.7
C -0.5 -1.4 -0.2
C 0.3 -0.7 -0.5
C 0.3 0.2 0.5
C -0.1 -0.3 -1.0
C -0.4 0.3 0.4
C 0.5 -0.7 0.1
C -1.4 -0.1 1.1
C -0.1 -0.1 0.0
C 0.3 -0.3 -0.1
C 0.4 0.2 1.4
C 0.3 0.1 -0.1
C 0.2 -0.1 -0.5
C 0.4 -0.4 -0.9
C 0.7 0.6 -0.5
C 0.1 -0.8 0.4
C -0.5 0.1 -0.1
C 0.0 0.8 1.3
C 0.2 -1.1 0.9
C 0.3 -0.4 -0.2
C 0.0 0.1 -0.4
C 0.2 0.2 -0.6
C -0.3 0.1 0.3
C 0.1 -0.1 -0.7
C -0.8 1.2 -0.7
C -0.2 -0.4 -0.2
C 0.9 0.5 -0.2
C 0.0 -0.9 -0.6
C 0.0 -0.6 -0.3
B -0.9 -1.6 -0.3
B 0.4 0.7 0.2
H 0.0 -0.1 0.0
H 0.0 0.2 0.0
H -0.1 0.1 0.1
H 0.3 -0.2 0.3
H 0.0 0.0 0.0
H -0.1 0.0 0.0
H 0.1 0.1 0.1
H 0.1 0.0 -0.3
H 0.1 0.1 0.2
H -0.6 0.3 -0.3
H 0.1 0.0 0.1
H -0.2 -0.1 0.1
H -0.4 0.1 0.2
H 0.0 -0.2 0.1
H -0.4 0.4 0.2
H 0.4 0.2 -0.1
H -0.3 -0.1 -0.2
H 0.2 0.2 0.2
H -0.1 -0.2 -0.1
H 0.3 0.2 0.0

Calculated values
HOMO (alpha / beta) = -9.16 / -9.61 eV
frontier orbital gap (alpha / beta) = 8.4 / 8.6 eV
multiplicity = 4
energy relative to the best compared isomer or geometry (same formula, charge and spin) = 89.5 kJ/mol

Here are the Löwdin charges for atoms 1 to 2, given in e:
1 V 0.817
2 O 0.046

# 6
ORCA calculation (ωB97M-V/def2-TZVPD) on C5H9N in the gas phase at a distorted geometry.

Geometry (Å):
N -2.867 0.207 0.260
C -0.190 -0.038 0.021
C 0.477 -0.393 1.327
C 0.475 1.373 -0.450
C -1.701 0.199 0.058
C -0.074 -1.162 -0.997
H 0.274 -1.435 1.770
H 0.368 2.023 0.323
H 1.618 -0.206 1.251
H -0.570 -0.795 -1.910
H 0.993 -1.186 -1.295
H 0.213 0.419 1.991
H 1.548 1.222 -0.585
H -0.526 -2.044 -0.428
H -0.039 1.818 -1.338

Forces on the atoms, in the same order (eV/Å):
N 3.7 0.2 -1.0
C -0.5 2.0 -1.6
C 1.3 -0.2 1.0
C -0.8 -3.0 -2.1
C -2.4 -0.4 2.2
C 0.4 0.5 0.2
H 0.1 1.7 -0.8
H -0.4 2.0 2.3
H -1.7 -0.8 -0.3
H -0.3 -0.9 0.3
H -0.4 -0.9 0.5
H -0.3 -0.2 0.9
H -0.1 -0.1 -0.4
H 0.8 0.7 -1.7
H 0.6 -0.6 0.6

Calculated values
HOMO = -11.30 eV
frontier orbital gap = 12.0 eV
SMILES = CC(C)(C)C#N
energy relative to the best compared isomer or geometry (same formula, charge and spin) = 102.9 kJ/mol

Here are the natural (NBO) charges for atoms 1 to 2, given in e:
1 N -0.335
2 C -0.122

What did the sixth record say?
ORCA calculation (ωB97M-V/def2-TZVPD) on C5H9N in the gas phase at a distorted geometry.

Geometry (Å):
N -2.867 0.207 0.260
C -0.190 -0.038 0.021
C 0.477 -0.393 1.327
C 0.475 1.373 -0.450
C -1.701 0.199 0.058
C -0.074 -1.162 -0.997
H 0.274 -1.435 1.770
H 0.368 2.023 0.323
H 1.618 -0.206 1.251
H -0.570 -0.795 -1.910
H 0.993 -1.186 -1.295
H 0.213 0.419 1.991
H 1.548 1.222 -0.585
H -0.526 -2.044 -0.428
H -0.039 1.818 -1.338

Forces on the atoms, in the same order (eV/Å):
N 3.7 0.2 -1.0
C -0.5 2.0 -1.6
C 1.3 -0.2 1.0
C -0.8 -3.0 -2.1
C -2.4 -0.4 2.2
C 0.4 0.5 0.2
H 0.1 1.7 -0.8
H -0.4 2.0 2.3
H -1.7 -0.8 -0.3
H -0.3 -0.9 0.3
H -0.4 -0.9 0.5
H -0.3 -0.2 0.9
H -0.1 -0.1 -0.4
H 0.8 0.7 -1.7
H 0.6 -0.6 0.6

Calculated values
HOMO = -11.30 eV
frontier orbital gap = 12.0 eV
SMILES = CC(C)(C)C#N
energy relative to the best compared isomer or geometry (same formula, charge and spin) = 102.9 kJ/mol

Here are the natural (NBO) charges for atoms 1 to 2, given in e:
1 N -0.335
2 C -0.122